C18H18CoN5O2 | wB97M-V/def2-TZVPD

Last column: Mulliken charge in e.
Element x y z (Å)
1 Co 0.051 -0.369 -0.190  -0.6905
2 C 1.119 1.846 1.277  -0.5467
3 N -0.009 1.590 0.341  -0.5395
4 C -1.353 2.030 0.794  -0.5804
5 C -2.298 0.942 0.401  0.2831
6 N -1.828 -0.182 -0.128  0.3399
7 C -2.939 -1.014 -0.359  0.7482
8 C -3.053 -2.285 -0.916  -0.4308
9 C -4.319 -2.824 -0.996  -0.8003
10 C -5.451 -2.124 -0.547  -0.5027
11 C -5.354 -0.857 -0.017  -1.0287
12 C -4.073 -0.324 0.058  0.4794
13 N -3.620 0.912 0.531  -0.0189
14 C 2.225 0.977 0.775  0.1278
15 N 1.924 -0.076 0.027  0.1966
16 C 3.138 -0.721 -0.269  0.8365
17 C 3.441 -1.849 -1.030  -0.6177
18 C 4.766 -2.217 -1.106  -0.7879
19 C 5.779 -1.485 -0.462  -0.5056
20 C 5.496 -0.354 0.270  -1.0150
21 C 4.156 0.006 0.345  0.5621
22 N 3.534 1.079 0.987  -0.0362
23 H 0.807 1.527 2.273  0.3832
24 H 1.396 2.900 1.326  0.5309
25 H 0.208 2.059 -0.539  0.3158
26 H -1.630 2.980 0.335  0.4686
27 H -1.344 2.179 1.873  0.3533
28 H -2.201 -2.816 -1.309  0.4904
29 H -4.449 -3.808 -1.426  0.4287
30 H -6.424 -2.589 -0.628  0.4171
31 H -6.227 -0.309 0.310  0.4183
32 H -4.198 1.656 0.892  0.2522
33 H 2.686 -2.393 -1.575  0.5568
34 H 5.040 -3.087 -1.688  0.4249
35 H 6.805 -1.812 -0.554  0.4176
36 H 6.275 0.224 0.747  0.4198
37 H 3.995 1.792 1.532  0.2471
38 C 0.415 -4.058 -0.524  -1.1722
39 C 0.245 -2.600 -0.396  1.3870
40 O 0.196 -1.779 -1.376  -0.4430
41 O 0.119 -1.984 0.713  -0.4697
42 H 0.944 -4.295 -1.445  0.3592
43 H -0.575 -4.519 -0.570  0.3349
44 H 0.933 -4.451 0.348  0.4062

## Properties
* total charge: +2
* orbital gap (alpha / beta): 6.720 / 6.754 eV
* spin multiplicity: 1